(1)
{"formula": "C3H5IrO4", "method": "ωB97M-V with the def2-TZVPD basis set", "spin_multiplicity": 6, "charge": 1, "de_lowest_ev": 3.623, "gap_ev": [7.014, 7.686], "lumo_energy_ev": [-6.22, -7.42], "e_homo_ev": [-13.236, -15.110], "elements": ["O", "C", "C", "O", "O", "C", "H", "H", "H", "H", "O", "H", "Ir"], "xyz": [[0.122, -0.208, -1.178], [-1.224, 0.012, -1.350], [0.958, 0.646, -0.418], [-1.751, 0.141, -2.416], [-1.657, 0.116, -0.121], [0.127, 1.409, 0.448], [1.826, 0.634, -1.084], [1.395, -0.585, 0.745], [-0.154, 2.433, 0.202], [0.114, 1.186, 1.515], [0.535, -1.641, 1.318], [1.015, -2.426, 1.592], [-1.306, -1.719, 0.747]], "forces_ev_per_a": [[3.4, -0.5, -2.2], [-0.6, 1.2, -0.9], [-1.9, -3.5, -0.8], [0.9, -0.4, 1.7], [-3.3, -1.1, 0.7], [1.5, 2.3, 1.5], [0.5, 1.0, 1.0], [-1.5, -0.3, -0.5], [-0.1, -0.2, -0.2], [-0.1, 0.0, -0.3], [1.8, 0.9, -0.4], [0.4, -0.3, 0.2], [-1.0, 0.8, 0.1]]}


(2)
{"formula": "C3H5LiNaO4", "method": "ωB97M-V with the def2-TZVPD basis set", "spin_multiplicity": 2, "charge": 2, "de_lowest_ev": 1.005, "gap_ev": [11.476, 6.417], "lumo_energy_ev": [-6.91, -11.96], "e_homo_ev": [-18.388, -18.373], "elements": ["O", "C", "C", "O", "O", "C", "Li", "H", "H", "H", "H", "Na", "O", "H"], "xyz": [[0.399, -0.420, 0.398], [1.749, -0.231, 0.156], [-0.470, 0.481, -0.134], [2.490, -0.999, 0.818], [2.135, 0.798, -0.398], [-1.872, 0.253, 0.293], [3.993, 0.592, 0.243], [-0.268, 0.750, -1.178], [-0.794, 1.537, 0.443], [-2.369, -0.547, -0.345], [-2.594, 1.042, -0.027], [2.328, -3.012, 1.953], [-1.969, -0.382, 1.719], [-2.905, -0.504, 1.973]], "forces_ev_per_a": [[-1.1, 0.6, -0.1], [1.6, 1.2, 1.8], [-0.6, 0.2, 0.5], [-0.2, -0.9, -0.4], [-0.3, -0.1, -0.8], [-2.0, -2.8, 2.7], [-0.4, -0.1, -0.2], [-0.2, 0.3, 0.3], [1.8, -0.7, -0.4], [0.5, -0.3, -0.1], [0.2, 0.1, 1.0], [0.0, 0.2, -0.1], [0.4, 1.9, -4.1], [0.1, 0.4, -0.3]]}


(3)
{"formula": "C3H5LiO4Pr", "method": "ωB97M-V with the def2-TZVPD basis set", "spin_multiplicity": 4, "charge": 2, "de_lowest_ev": 0.000, "gap_ev": [7.350, 7.895], "lumo_energy_ev": [-7.99, -7.98], "e_homo_ev": [-15.340, -15.877], "elements": ["Pr", "O", "C", "H", "H", "C", "O", "C", "O", "O", "Li", "H", "H", "H"], "xyz": [[1.537, -1.296, 3.789], [-0.656, -0.745, 2.636], [-1.241, -0.325, 1.498], [-1.521, 0.748, 1.536], [-2.090, -0.920, 1.107], [-0.061, -0.389, 0.268], [-0.107, -0.209, -1.165], [1.007, 0.194, -1.766], [2.105, 0.077, -1.287], [0.580, 1.130, -2.621], [-1.599, 1.084, -1.889], [0.198, -1.461, 0.255], [0.542, 0.461, 0.629], [1.305, 1.651, -2.991]], "forces_ev_per_a": [[-2.4, 0.5, -1.1], [2.6, -0.7, 0.6], [-0.4, 0.8, -2.7], [-0.2, -0.4, 0.1], [0.2, 0.1, 0.7], [0.2, -1.1, 2.0], [-3.4, 0.1, -0.6], [1.7, 2.1, 3.0], [-0.8, -0.5, -1.5], [-0.2, 0.1, -1.2], [0.5, -0.3, -0.2], [0.9, 0.6, 1.3], [0.8, -1.1, 0.0], [0.3, -0.1, -0.2]]}


(4)
{"formula": "C3H5LiO4Yb", "method": "ωB97M-V with the def2-TZVPD basis set", "spin_multiplicity": 2, "charge": 1, "gap_ev": [4.130, 6.874], "lumo_energy_ev": [-4.22, -4.23], "e_homo_ev": [-8.348, -11.100], "elements": ["Yb", "O", "C", "H", "H", "C", "O", "C", "O", "O", "Li", "H", "H", "H"], "xyz": [[2.267, 0.606, 0.824], [0.008, 1.132, 0.694], [-1.251, 0.936, 0.211], [-1.581, 1.776, -0.435], [-2.025, 0.800, 0.993], [-1.268, -0.361, -0.686], [-2.566, -0.729, -1.194], [-2.644, -1.656, -2.145], [-1.752, -2.346, -2.541], [-3.851, -1.456, -2.693], [-4.332, 0.255, -1.490], [-0.993, -1.221, -0.059], [-0.638, -0.134, -1.557], [-4.016, -2.035, -3.449]], "forces_ev_per_a": [[-1.5, 0.4, 0.0], [1.1, -0.7, -0.2], [-0.5, -0.6, -0.6], [-0.1, 0.0, 0.1], [0.2, 0.1, 0.0], [1.1, 0.4, 0.9], [-1.5, 1.1, 0.5], [2.3, 0.2, -0.9], [-1.2, 0.1, 0.4], [-1.2, -0.1, -0.2], [0.4, -0.4, -0.1], [0.6, 0.4, -0.4], [0.1, -0.6, 0.4], [0.1, -0.2, 0.0]]}


(5)
{"formula": "C3H5MgO3", "method": "ωB97M-V with the def2-TZVPD basis set", "spin_multiplicity": 2, "de_lowest_ev": 2.970, "gap_ev": [6.038, 8.550], "lumo_energy_ev": [-0.38, -0.76], "e_homo_ev": [-6.419, -9.307], "elements": ["H", "C", "C", "O", "C", "O", "Mg", "O", "H", "H", "H", "H"], "xyz": [[1.746, -1.778, -0.348], [1.030, -0.969, -0.205], [0.026, -0.904, -1.119], [-1.278, -0.639, -0.896], [-1.534, 0.466, -0.115], [-2.853, 0.741, -0.293], [0.045, 0.908, 1.239], [1.762, 1.700, 1.264], [1.554, -0.361, 0.530], [2.605, 1.289, 1.453], [0.131, -1.448, -2.061], [-3.235, 0.994, 0.552]], "forces_ev_per_a": [[0.1, 0.3, -1.0], [0.8, -0.4, -0.5], [0.1, -2.2, 0.9], [0.4, 1.9, -1.0], [0.1, -0.1, 0.9], [-0.2, -0.1, 0.3], [0.8, 0.4, -0.7], [-0.9, -0.3, 0.4], [-1.1, 0.4, 0.3], [0.0, 0.2, 0.1], [-0.1, -0.2, 0.5], [0.0, 0.2, -0.1]]}


(6)
{"formula": "C3H5MgO3Tl", "method": "ωB97M-V with the def2-TZVPD basis set", "spin_multiplicity": 2, "charge": 3, "de_lowest_ev": 0.000, "gap_ev": [7.470, 7.201], "lumo_energy_ev": [-15.11, -15.38], "e_homo_ev": [-22.577, -22.578], "elements": ["H", "O", "C", "C", "O", "C", "O", "Mg", "Tl", "H", "H", "H", "H"], "xyz": [[-2.266, -1.833, 1.055], [-0.326, 1.249, -0.853], [0.793, 1.010, -0.033], [0.924, -0.441, 0.361], [-0.180, -0.777, 1.296], [-1.079, -1.568, 0.969], [-1.290, -2.111, -0.140], [-1.794, 2.294, -0.309], [0.006, 1.043, -3.128], [0.775, 1.622, 0.882], [1.735, 1.263, -0.550], [1.835, -0.618, 0.940], [0.867, -1.133, -0.490]], "forces_ev_per_a": [[1.0, 0.6, 2.2], [-1.9, 0.8, 1.2], [1.1, -0.1, 1.1], [0.7, -0.3, -0.4], [-0.7, 0.0, 1.6], [-1.9, -0.4, -3.2], [1.1, -0.5, -0.2], [0.2, 0.3, 0.1], [0.6, -0.3, -2.4], [0.1, -0.1, -0.2], [-0.2, 0.0, 0.1], [-0.1, 0.0, -0.1], [0.0, 0.1, 0.2]]}


(7)
{"formula": "C3H5N", "method": "ωB97M-V with the def2-TZVPD basis set", "de_lowest_ev": 8.033, "gap_ev": 7.476, "lumo_energy_ev": -0.33, "e_homo_ev": -7.803, "elements": ["C", "C", "C", "N", "H", "H", "H", "H", "H"], "xyz": [[0.842, 1.098, -0.720], [-0.143, 0.622, 0.348], [1.233, -0.209, -0.657], [-1.179, -0.355, 0.471], [-0.163, 0.988, 1.461], [-2.061, -0.768, -0.583], [0.561, -1.046, -0.758], [2.287, -0.349, -0.844], [-1.377, 0.019, 1.283]], "forces_ev_per_a": [[-2.3, 0.3, 3.1], [0.0, 0.0, -1.1], [0.6, -0.3, -1.4], [0.7, -1.9, -8.4], [1.2, 0.3, -2.2], [3.5, 2.1, 4.4], [0.3, -0.5, 0.6], [0.3, -0.6, -0.1], [-4.4, 0.6, 5.0]]}


(8)
{"formula": "C3H5N", "method": "ωB97M-V with the def2-TZVPD basis set", "de_lowest_ev": 3.657, "gap_ev": 8.497, "lumo_energy_ev": 0.96, "e_homo_ev": -7.536, "elements": ["C", "C", "C", "N", "H", "H", "H", "H", "H"], "xyz": [[0.308, -1.709, 2.023], [-0.739, -0.278, 0.471], [-0.295, -0.179, -0.857], [-0.068, -1.023, 1.186], [-0.133, -2.801, 2.306], [-1.366, 0.509, 0.880], [0.513, 0.568, -0.944], [-0.890, -0.099, -1.806], [0.256, -1.128, -1.081]], "forces_ev_per_a": [[2.7, -6.5, 5.8], [-2.4, 2.8, -0.5], [2.6, -0.8, -5.0], [-2.7, 0.9, -1.2], [0.8, 2.8, -0.9], [-0.1, -0.4, 0.4], [-0.3, 0.2, -0.2], [-0.4, 0.4, 1.5], [-0.2, 0.6, 0.1]]}


(9)
{"formula": "C3H5N2", "method": "ωB97M-V with the def2-TZVPD basis set", "charge": 1, "de_lowest_ev": 5.945, "gap_ev": 11.625, "lumo_energy_ev": -4.67, "smiles": "C1[C@@]23N[C@@]12[NH2+]3", "e_homo_ev": -16.291, "elements": ["C", "C", "N", "C", "N", "H", "H", "H", "H", "H"], "xyz": [[-0.867, 0.552, -0.026], [0.285, 0.133, 0.704], [1.382, 0.787, 0.058], [0.441, 0.095, -0.791], [0.557, -1.121, 0.052], [-1.672, -0.194, -0.105], [-1.047, 1.683, -0.102], [1.160, 1.810, 0.113], [1.546, -1.506, 0.213], [-0.199, -1.952, -0.025]], "forces_ev_per_a": [[-1.3, 1.0, -1.4], [0.3, -0.1, 2.4], [0.7, 1.4, 0.6], [-0.8, 0.6, -1.2], [0.1, -4.2, 0.0], [0.0, 0.9, 0.1], [0.0, -2.1, 0.1], [0.6, -0.9, -0.5], [-1.6, 0.8, -0.4], [1.9, 2.6, 0.2]]}


(10)
{"formula": "C3H5N2", "method": "ωB97M-V with the def2-TZVPD basis set", "charge": 1, "de_lowest_ev": 8.082, "gap_ev": 9.091, "lumo_energy_ev": -3.87, "e_homo_ev": -12.961, "elements": ["C", "C", "C", "N", "N", "H", "H", "H", "H", "H"], "xyz": [[0.228, 1.773, -1.123], [0.689, -0.655, -0.103], [-0.797, -0.468, -0.246], [-0.076, 0.675, -0.832], [-0.167, -0.384, 1.074], [1.099, 2.370, -1.271], [1.103, -1.624, -0.165], [-1.777, -0.895, -0.467], [-0.279, -1.264, 1.640], [-0.024, 0.472, 1.492]], "forces_ev_per_a": [[-1.2, 2.2, -1.0], [-0.4, -1.4, -0.1], [1.4, 2.6, -0.8], [-1.2, -2.2, 1.1], [-0.3, -4.0, -0.5], [0.5, -0.1, -0.1], [0.8, -0.9, 0.0], [0.5, 0.0, -0.1], [-0.1, 1.5, -0.2], [0.0, 2.2, 1.7]]}


(11)
{"formula": "C3H5N2", "method": "ωB97M-V with the def2-TZVPD basis set", "charge": 1, "de_lowest_ev": 6.266, "gap_ev": [8.084, 8.090], "lumo_energy_ev": [-6.90, -6.89], "e_homo_ev": [-14.980, -14.985], "elements": ["C", "C", "C", "N", "N", "H", "H", "H", "H", "H"], "xyz": [[-0.741, -0.090, -1.627], [-0.144, 0.068, 0.842], [0.933, -0.270, -0.010], [0.528, -0.174, -1.268], [-1.267, 0.304, 0.114], [-0.448, -0.770, 1.595], [0.203, 0.739, 1.688], [1.804, -0.567, 0.422], [1.166, -0.271, -2.077], [-2.034, 1.032, 0.321]], "forces_ev_per_a": [[-3.6, 2.2, 4.3], [-0.5, -0.2, 2.8], [-2.7, 0.8, 0.2], [3.0, -1.0, -0.9], [-1.5, 0.7, -5.0], [0.9, 0.3, -1.0], [-0.2, 0.1, -0.9], [2.9, -0.9, 0.2], [-0.1, -0.2, 0.7], [1.7, -1.8, -0.4]]}


(12)
{"formula": "C3H5N2", "method": "ωB97M-V with the def2-TZVPD basis set", "spin_multiplicity": 3, "charge": 1, "de_lowest_ev": 1.980, "gap_ev": [7.894, 9.064], "lumo_energy_ev": [-4.51, -7.58], "e_homo_ev": [-12.401, -16.647], "elements": ["C", "C", "C", "N", "N", "H", "H", "H", "H", "H"], "xyz": [[-0.746, 1.183, -0.190], [1.617, 0.565, 0.018], [-0.540, -0.844, -0.035], [0.390, 0.310, -0.049], [-1.534, 0.133, 0.023], [2.298, -0.318, -0.070], [1.987, 1.700, 0.190], [-0.469, -1.435, -1.033], [-0.545, -1.404, 0.887], [-2.457, 0.111, 0.260]], "forces_ev_per_a": [[2.6, -2.3, 1.0], [4.6, 1.3, 0.4], [1.0, -1.2, -1.6], [-2.1, 2.9, -0.8], [-2.4, 1.2, -1.2], [-0.4, 1.2, 0.3], [-0.9, -3.0, -0.7], [-0.1, 0.8, 1.9], [0.6, -0.5, 0.1], [-2.9, -0.4, 0.6]]}


Question: What is the formula in the seventh record?
Answer: C3H5N